[1]
Computed, not measured: C14H19AuBr as an isolated structure at a distorted geometry, with wB97M-V/def2-TZVPD.

Last column: Mulliken spin population.
Positions of all 35 atoms, in Å:
C: -1.98236 1.66796 0.16758  -0.0071
C: -1.77588 1.19919 1.54724  0.0812
C: -0.45550 1.66899 1.93536  0.0221
H: -2.52449 0.77214 2.21503  0.0026
C: 0.07743 2.43038 0.87819  0.0176
C: -0.84917 2.44372 -0.19877  0.0737
H: -0.71584 3.00792 -1.11892  0.0053
H: -2.93178 1.64348 -0.36251  -0.0053
H: -0.00379 1.52279 2.90676  0.0019
H: 1.01347 2.97512 0.90740  -0.0113
Au: -1.13501 -0.67116 0.51494  0.2287
Br: 0.75713 -1.57159 1.94982  0.2744
C: 0.70852 -1.85597 -1.74415  0.2776
C: 0.55111 -0.64784 -2.46721  -0.0592
C: -0.80852 -0.29401 -2.46628  0.2718
H: 1.35343 -0.12651 -2.98154  -0.0055
C: -1.54580 -1.28048 -1.71856  -0.0603
C: -0.55767 -2.24278 -1.20734  0.0109
H: -0.78261 -3.20728 -0.75859  0.0049
H: 1.63737 -2.41467 -1.64674  0.0079
H: -1.24790 0.54909 -2.99399  0.0060
H: -2.62860 -1.42409 -1.71286  -0.0023
C: 4.63857 0.50678 2.29128  0.0391
C: 4.02861 -0.50038 1.27988  -0.0049
C: 3.95501 -2.00101 1.62529  0.0483
C: 2.58856 -0.12085 1.01376  0.7791
H: 4.09917 0.41030 3.24050  -0.0017
H: 4.57182 1.51921 1.86543  -0.0213
H: 5.70454 0.36164 2.52005  0.0041
H: 4.61809 -0.43711 0.34077  0.0244
H: 3.36934 -2.12405 2.54421  -0.0032
H: 3.49788 -2.54554 0.78663  -0.0159
H: 4.92016 -2.49650 1.80629  -0.0019
H: 2.11044 -0.25075 0.03849  0.0334
H: 2.16471 0.65367 1.64859  -0.0151

Cartesian forces, eV/Å:
0.577 1.495 0.495
0.859 -0.399 -0.862
-0.206 1.249 -0.673
0.085 0.394 -0.137
-0.782 -0.437 1.076
-1.048 -0.444 0.461
-0.073 -0.338 0.071
0.286 -0.223 0.040
0.018 -0.168 -0.122
0.027 -0.247 -0.068
0.652 -0.798 -0.927
-1.392 -1.274 1.117
0.126 0.873 -0.356
-0.049 -0.818 0.030
-0.075 -0.601 -0.054
-0.196 0.006 0.196
0.762 -0.680 0.440
-1.481 0.875 -0.333
0.035 0.262 -0.130
-0.236 0.223 0.183
0.116 -0.107 0.309
0.435 0.093 -0.059
0.165 -0.749 -0.142
-0.374 -0.030 -0.808
0.915 -0.156 0.638
1.058 1.806 -0.724
-0.042 0.375 -0.116
-0.309 -0.277 0.316
-0.155 -0.327 -0.158
-0.185 0.110 0.245
-0.048 -0.184 -0.351
-0.159 0.243 0.410
0.172 0.291 -0.037
0.430 0.035 0.359
0.093 -0.074 -0.329

2S+1 = 3
maximum force = 0.0431 hartree/bohr
ΔE to the lowest compared entry with this formula, charge and spin = 0.00 kcal/mol
HOMO level (spin up / spin down) = -2.49 / -3.31 eV
charge = -1
Kohn-Sham gap (spin up / spin down) = 5.968 / 4.684 eV
expectation value of S² = 2.03

---

[2]
Computed, not measured: an isolated molecule of C14H19BCl2N2O4 at a distorted geometry, with wB97M-V/def2-TZVPD.

Last column: natural (NBO) charge in e.
Positions of all 42 atoms, in Å:
O: -0.79375 -3.08870 0.67468  -0.6194
O: -1.96141 -0.25912 -2.81218  -0.6472
Cl: 2.97747 -4.60965 3.97606  0.0239
Cl: 2.00406 -0.26375 -0.41494  0.0281
O: -4.00797 2.15582 0.58165  -0.8810
O: -4.04317 0.85721 -1.40150  -0.9129
B: -3.39499 1.34457 -0.31934  1.0938
C: 0.21379 -2.67283 0.12044  0.6614
C: -1.61100 -0.87816 -1.81845  0.6680
C: 3.81452 -2.58862 2.35551  -0.2018
C: 3.55487 -1.58586 1.43149  -0.2150
C: 1.66594 -3.51795 1.89370  -0.1131
C: 2.83624 -3.52887 2.62290  -0.0594
C: 2.35191 -1.53736 0.71556  -0.0083
C: 1.41693 -2.54334 0.91626  -0.1886
N: 0.24950 -2.30721 -1.22469  -0.6130
N: -1.65051 -0.41679 -0.51170  -0.6175
C: -1.01471 -2.23263 -1.97656  -0.3297
C: 0.91161 3.68989 -1.15353  -0.6053
C: 0.20725 2.97059 1.14333  -0.6113
C: -0.26361 3.10256 -0.31186  -0.2164
C: -0.77397 1.78641 -0.94093  -0.3845
C: -1.81544 0.98912 -0.14030  -0.3891
H: -4.93694 2.25706 0.26548  0.4945
H: -3.38758 0.43127 -2.00840  0.5153
H: 4.75735 -2.65792 2.88238  0.2390
H: 4.28717 -0.77832 1.28888  0.2375
H: 0.87246 -4.26225 2.05971  0.2496
H: 0.95012 -1.63962 -1.55089  0.4094
H: -1.45212 -1.08705 0.24341  0.4265
H: -0.91370 -2.42098 -3.03468  0.2368
H: -1.66439 -3.02705 -1.56899  0.2537
H: 1.82242 3.21555 -0.80071  0.1990
H: 0.99411 4.76469 -1.09711  0.2133
H: 0.79193 3.45646 -2.21534  0.2072
H: 0.57325 3.94407 1.49981  0.2122
H: 1.00039 2.23315 1.29065  0.1989
H: -0.61888 2.69726 1.79815  0.2062
H: -1.11393 3.80349 -0.27832  0.1996
H: 0.08792 1.12782 -1.15361  0.1902
H: -1.20640 1.94819 -1.93084  0.2242
H: -1.71673 1.12887 0.90483  0.2249

Cartesian forces, eV/Å:
-0.260 -0.141 -0.496
-0.393 0.541 0.082
0.202 -0.036 -0.308
1.182 0.718 0.659
-1.284 0.001 -0.305
-0.045 -0.164 -0.322
1.440 0.197 -0.830
-1.348 0.338 -1.412
-0.079 0.505 1.938
0.024 0.083 -0.080
0.277 0.931 -0.327
-0.917 -0.296 -0.214
-0.557 0.156 0.082
0.543 -0.657 0.538
1.798 -0.133 0.338
-0.474 -0.701 0.186
0.095 -1.221 -0.524
0.264 -1.299 1.186
-0.973 -0.777 -0.132
-0.265 0.196 0.084
0.049 0.234 -0.166
0.224 0.391 -0.058
-1.159 0.254 -1.123
0.803 0.104 0.554
-0.612 0.327 0.081
-0.030 0.285 -0.003
-0.321 -0.502 -0.015
0.521 0.402 -0.009
-0.302 -0.879 0.365
-0.219 0.404 -0.836
0.463 -0.034 -0.200
0.072 0.462 -0.108
0.313 0.084 -0.073
0.076 0.311 0.349
-0.013 -0.072 0.049
0.000 -0.243 -0.108
0.031 -0.005 -0.204
-0.031 -0.026 0.095
0.258 -0.042 -0.231
-0.342 0.282 0.344
0.163 0.449 -0.017
0.830 -0.427 1.170

SMILES = CC(C)C[C@H](NC(=O)CNC(=O)c1cc(Cl)ccc1Cl)B(O)O
2S+1 = 1
maximum force = 0.0390 hartree/bohr
ΔE to the lowest compared entry with this formula, charge and spin = 25.87 kcal/mol
HOMO level = -9.35 eV
Kohn-Sham gap = 9.198 eV

---

[3]
Computed, not measured: C14H19BN7O2RuS2 as an isolated structure at a distorted geometry, with wB97M-V/def2-TZVPD.

Last column: Mulliken spin population.
Positions of all 46 atoms, in Å:
Ru: 0.36845 0.42742 -1.27031  2.3228
O: 0.45667 0.96157 0.70916  0.0333
N: 1.67157 1.49392 1.19408  0.0056
C: 1.69888 1.90201 2.46619  -0.0123
C: 2.83260 2.45117 3.00049  0.0225
C: 4.02027 2.51003 2.23790  -0.0048
C: 4.02060 1.93626 0.96008  -0.0062
C: 2.80511 1.43798 0.42925  0.0215
S: 2.67845 0.49604 -0.99159  0.2375
H: 0.75285 1.78748 2.99133  0.0003
H: 2.78039 3.05878 3.89759  0.0013
H: 4.93275 2.96610 2.62701  0.0002
H: 4.90041 1.76044 0.26078  -0.0002
B: -0.99410 -0.79396 -5.52628  -0.0006
C: -0.35206 -0.42460 -4.16159  0.1215
N: 0.05138 -0.02661 -3.11021  -0.0805
H: -1.88013 -1.62650 -5.32524  0.0007
H: -1.58128 0.26090 -5.88940  0.0199
H: -0.39245 -1.11101 -6.52130  0.0068
C: -0.41718 -1.94093 3.02632  -0.0016
N: 0.17595 -2.05011 1.69840  0.0455
C: 1.64664 -1.86162 1.67999  -0.0055
C: -0.65971 -1.88774 0.64937  0.0382
S: -0.06632 -1.75664 -0.95583  0.0813
N: -1.97774 -2.09584 0.82563  0.0034
C: -2.61778 -3.44798 1.02472  0.0103
C: -2.80801 -1.22284 -0.04565  0.0530
H: -0.72300 -0.87542 3.18586  0.0034
H: 0.30600 -2.17367 3.80831  -0.0002
H: -1.26104 -2.61832 3.19318  0.0009
H: 1.95341 -2.54010 2.48298  -0.0010
H: 1.82846 -0.82997 1.98690  0.0058
H: 2.13074 -2.05790 0.74127  -0.0020
H: -2.11459 -4.07005 1.76834  -0.0001
H: -2.62789 -4.04468 0.05968  -0.0012
H: -3.68393 -3.23537 1.41597  0.0002
H: -2.45948 -1.34728 -1.11728  -0.0093
H: -2.61656 -0.14985 0.21415  -0.0088
H: -3.85753 -1.46484 0.13907  0.0018
O: 0.98334 3.07626 -1.27677  0.4281
N: -0.05716 2.40272 -1.37517  0.4822
C: -1.22514 2.95004 -1.81758  0.1047
C: -2.55864 2.53380 -1.58301  -0.0269
N: -3.69817 2.23730 -1.55625  0.0583
C: -1.13473 4.07382 -2.68252  0.0020
N: -1.23032 4.92983 -3.46801  0.0482

Cartesian forces, eV/Å:
0.333 2.356 0.486
1.956 0.432 2.019
-1.071 -0.755 -0.977
-0.551 0.352 0.145
0.633 0.987 -0.209
0.010 -0.683 -1.295
0.266 -0.018 -0.152
-0.503 -1.070 -0.052
2.168 0.113 -0.097
0.209 0.252 -0.150
-0.094 -0.612 0.246
-0.359 -0.161 -0.005
-1.084 0.631 1.331
-1.721 0.406 -0.890
1.635 1.486 2.918
-1.628 -1.633 -5.005
0.311 0.157 0.171
0.355 -0.513 0.540
0.768 -0.127 0.455
-0.262 0.775 0.667
-0.855 0.232 -0.549
-1.218 -0.072 1.055
2.459 -1.718 -0.217
-0.231 -1.658 0.650
-2.445 -0.106 0.416
-0.629 0.728 -0.098
0.793 0.520 -0.682
-0.036 -0.856 -0.045
0.229 -0.040 -0.273
0.133 0.336 -0.267
0.589 0.151 -0.348
0.235 -0.102 -0.078
-0.178 -0.166 -0.405
0.182 0.308 -0.009
-0.171 0.839 0.914
1.709 -0.519 -0.822
-1.061 0.043 1.089
-0.254 -0.900 -0.160
0.207 0.108 -0.278
1.689 0.775 -0.158
-2.615 -1.050 1.036
-0.548 1.259 -0.922
-0.973 -0.945 -0.194
1.836 0.368 0.351
-0.578 0.595 -1.004
0.363 -0.507 0.854

2S+1 = 5
maximum force = 0.1072 hartree/bohr
ΔE to the lowest compared entry with this formula, charge and spin = 0.00 kcal/mol
HOMO level (spin up / spin down) = -2.42 / -4.25 eV
charge = -1
Kohn-Sham gap (spin up / spin down) = 4.281 / 5.728 eV
expectation value of S² = 6.03

---

- Among the records above, which one has the highest maximum force?
  C14H19BN7O2RuS2